1.
C46H41ClFeN4OP2S2 | wB97M-V/def2-TZVPD

```
98
Properties=species:S:1:pos:R:3:forces:R:3
C -1.229 1.268 -3.692 0.164 0.202 -0.101
C 2.705 -3.225 -0.675 -0.087 0.009 0.135
C -0.417 -2.653 -1.607 -0.051 0.210 0.075
H 6.048 3.673 1.339 0.241 0.018 0.018
C 1.375 3.352 -1.172 0.950 0.199 1.915
H 4.011 0.300 -5.310 0.072 0.085 -0.074
P 0.614 -1.268 -1.003 0.429 -0.813 -0.501
C -1.492 -4.779 -1.259 -0.137 -0.104 0.042
H 2.418 0.798 -1.374 0.041 0.131 0.081
H -2.760 -2.144 0.234 -0.011 -0.055 -0.017
H -2.483 -3.406 -4.184 -0.013 -0.031 -0.058
C -4.368 2.210 4.874 -0.031 -0.014 0.026
C 3.363 -0.021 -4.510 0.049 -0.030 -0.032
H 4.616 1.805 2.052 0.043 0.003 0.079
H -0.584 2.541 -5.299 0.027 -0.001 -0.091
C -0.804 -3.428 3.588 0.181 0.057 -0.022
H 3.909 1.569 -3.181 0.073 0.084 0.031
H 1.726 5.171 -2.251 -0.096 0.044 -0.094
C 2.468 0.256 -2.308 -0.119 -0.054 0.068
Fe -0.525 2.208 0.754 2.466 -0.554 -0.422
H -3.542 2.039 -0.258 -0.060 -0.024 -0.016
H -4.923 2.645 5.692 -0.040 0.014 0.051
C -2.125 -4.670 -2.487 -0.108 0.021 -0.011
C -3.769 1.008 -0.504 0.092 -0.020 -0.012
C 2.146 2.917 2.160 -1.332 -0.003 0.415
C -1.125 -2.513 -2.800 0.125 -0.016 0.084
C 2.233 4.527 -1.539 -0.037 -0.300 0.067
H 2.484 -3.596 -1.666 -0.008 -0.003 -0.081
C -4.932 -0.603 -1.847 0.013 -0.004 -0.083
C 1.751 -1.590 -3.656 -0.042 -0.051 0.041
C 3.303 -2.266 1.867 0.097 0.127 0.240
C 5.033 3.881 1.664 0.103 -0.122 0.064
H -5.659 -0.831 -2.614 -0.024 -0.034 -0.057
C -1.408 -1.087 2.207 0.182 0.155 -0.157
N 2.349 3.117 0.887 1.747 0.635 -0.690
H 1.242 -2.958 3.174 0.023 -0.025 0.036
H -1.001 -1.611 -3.383 -0.019 0.010 -0.119
H 4.311 -4.597 -0.353 0.057 -0.059 -0.060
C -0.646 -3.777 -0.817 0.157 0.051 -0.033
C -4.258 1.488 2.587 0.105 -0.088 -0.078
C 3.735 -3.783 0.063 0.004 -0.142 -0.121
H 2.939 2.646 3.944 0.019 0.046 -0.118
C -2.327 1.295 4.005 0.007 -0.026 -0.172
C -4.688 0.718 -1.495 -0.046 -0.016 0.013
C 4.038 -3.307 1.331 -0.029 0.065 -0.011
C 2.259 -1.736 1.136 -0.179 0.173 -0.390
P -1.861 0.502 1.403 -1.406 -1.403 0.644
H 3.178 4.212 -1.984 0.122 -0.011 -0.011
N 3.182 2.978 3.022 0.019 -0.076 0.072
H -2.920 -3.613 3.889 -0.048 -0.041 -0.003
H -3.450 -1.538 2.666 -0.048 -0.014 0.039
H -2.573 1.960 6.018 0.048 0.020 0.053
H -1.290 1.019 4.140 0.075 -0.002 0.074
C -4.971 2.031 3.641 -0.109 0.074 0.139
Cl -1.805 3.808 0.353 -1.546 1.788 -0.415
C -3.092 -0.023 0.158 0.104 0.122 -0.152
C -0.090 -1.496 2.360 -0.164 0.378 -0.301
H 2.451 5.102 -0.640 0.040 -0.075 -0.020
H -1.925 0.691 -4.278 -0.078 -0.084 -0.073
H 1.168 -2.488 -3.806 -0.040 -0.008 0.026
H -0.564 -4.331 4.130 0.028 -0.075 0.042
C -4.228 -1.624 -1.229 -0.129 -0.104 -0.112
C -2.125 -3.028 3.449 -0.148 0.059 -0.062
C -2.424 -1.866 2.764 0.032 -0.043 0.020
C 1.946 -2.192 -0.133 -0.111 0.093 0.108
H -4.745 1.353 1.633 -0.041 0.020 0.014
S 1.275 -0.390 1.847 -0.068 -0.869 0.067
O 1.970 -0.088 3.102 0.666 0.222 0.846
C 1.667 -0.873 -2.468 -0.265 0.192 0.053
C 4.546 2.765 2.580 0.177 0.144 -0.302
C -3.309 -1.339 -0.233 0.075 0.140 0.188
N -0.259 1.695 -1.559 0.028 0.651 -0.086
H 4.393 3.938 0.790 0.095 0.059 0.015
C 3.306 0.684 -3.320 0.108 0.040 0.010
H -1.670 -5.646 -0.638 0.053 -0.077 0.030
C 0.211 -2.661 3.047 0.049 -0.195 0.147
H 2.650 -1.717 -5.593 -0.009 -0.075 -0.038
H -5.210 1.522 -1.997 -0.016 0.022 0.001
H 3.506 -1.853 2.844 0.077 0.036 0.098
C -0.481 2.296 -4.252 -0.218 -0.275 0.059
H 0.998 3.798 -3.865 0.052 0.062 -0.049
C 0.484 2.694 -2.092 -1.155 -0.688 -0.698
H -0.152 -3.872 0.142 0.043 -0.028 0.037
H 5.008 4.837 2.179 0.037 0.155 0.087
H 4.845 -3.743 1.899 0.099 -0.048 0.037
S 0.576 2.677 2.840 -0.233 0.054 0.293
N 1.394 2.819 0.028 -0.905 -0.021 -0.785
H -6.001 2.323 3.495 -0.064 0.010 -0.013
H 5.168 2.716 3.475 -0.022 -0.077 -0.046
C -1.956 -3.523 -3.247 -0.108 -0.023 -0.082
H -4.389 -2.651 -1.525 -0.011 -0.044 -0.010
H -2.766 -5.465 -2.842 -0.042 -0.035 0.004
H -1.619 0.212 -1.859 -0.110 -0.018 -0.053
C -1.070 1.011 -2.340 -0.174 -0.030 -0.255
C 0.392 3.005 -3.455 0.200 0.092 0.611
C -2.929 1.120 2.758 0.020 0.278 -0.050
C -3.047 1.829 5.056 0.015 0.027 0.093
C 2.595 -1.161 -4.667 0.005 -0.047 -0.145
```
Forces are in eV/Å.

Its multiplicity is 5. The energy above the lowest of the compared OMol25 structures with the same formula, charge and spin comes out at 20.01 kcal per mole. The calculated total energy is -143534.8863 eV. As for the frontier orbital gap (spin up / spin down): 7.065 / 6.963 eV. The calculation puts the HOMO energy (spin up / spin down) at -7.1427 / -7.1829 eV. The LUMO energy (spin up / spin down) is -0.078 / -0.219 eV. The largest force on an atom comes out at 2.563 eV/A.

2.
C6H17NOSi | wB97M-V/def2-TZVPD

```
26
Properties=species:S:1:pos:R:3:forces:R:3
C 1.470 0.764 -1.943 1.872 0.275 -0.121
H 1.834 1.696 -2.325 1.203 0.781 -0.034
N 0.351 -0.983 0.006 1.101 2.310 0.334
H -1.495 0.871 -2.051 -0.301 -0.011 0.692
H 4.522 -0.001 1.306 -1.431 -0.180 -0.292
H -2.434 -2.239 -0.905 -0.426 -0.111 0.287
C -2.024 0.868 -1.067 0.914 1.061 -0.030
H 0.472 0.950 -2.154 -2.086 -0.665 0.087
H -2.963 0.388 -1.280 -0.726 0.072 -0.150
H -3.574 -1.641 0.376 -1.051 0.848 -0.307
H 1.278 1.122 0.330 0.671 -0.067 -1.508
H 3.116 -1.200 1.441 0.160 1.548 -0.284
C 3.396 -0.118 1.220 0.840 -1.011 -0.678
C 1.781 0.584 -0.528 -0.734 -2.011 4.456
H -0.693 1.191 2.029 0.793 0.572 -0.113
C -2.563 -1.780 0.086 2.095 -2.446 1.632
H -1.431 -0.077 2.846 -0.108 -0.915 0.543
C -1.462 0.453 1.923 0.905 -0.402 -1.230
H 1.932 -0.022 -2.522 -0.189 -0.281 -0.250
H 0.608 -1.590 -0.732 -0.038 -0.828 -0.849
H 2.942 0.576 1.921 -0.358 0.025 -0.093
H -2.343 1.033 1.886 -1.344 0.537 -0.022
H -2.278 -2.574 0.903 -0.077 1.019 -1.637
H -2.235 1.981 -0.817 0.475 -1.891 -0.074
O 3.073 0.184 -0.179 -1.894 0.243 -0.550
Si -1.279 -0.435 0.229 -0.266 1.527 0.191
```
Forces are in eV/Å.

Its multiplicity is 1. The energy above the lowest of the compared OMol25 structures with the same formula, charge and spin comes out at 73.92 kcal per mole. The calculated total energy is -17910.7323 eV. As for the frontier orbital gap: 9.182 eV. The calculation puts the HOMO energy at -8.3135 eV. The LUMO energy is 0.868 eV. The largest force on an atom comes out at 4.944 eV/A.

3.
C21H42AlIO4 | wB97M-V/def2-TZVPD

```
69
Properties=species:S:1:pos:R:3:forces:R:3
H -0.934 0.286 3.234 -0.002 -0.061 0.061
H -1.605 1.017 -2.062 -0.005 0.029 -0.084
C 2.521 0.434 -2.882 -0.168 -0.182 -0.050
H 2.064 2.938 1.484 -0.034 0.042 -0.001
H -2.343 -1.815 -0.385 0.000 0.052 0.043
H 0.007 -2.649 -0.005 0.080 0.039 0.052
H 1.474 -1.144 -3.791 0.014 0.059 -0.007
H 1.778 -2.862 -2.247 0.030 -0.029 -0.072
C -0.537 -6.155 3.571 -0.061 -0.045 -0.074
H 1.037 3.698 0.250 0.007 -0.003 -0.020
H 1.071 -1.963 2.733 -0.014 -0.026 0.127
C 0.342 -7.319 1.709 -0.018 0.020 -0.011
C -0.381 -1.729 0.452 0.126 -0.016 -0.113
H -1.751 -0.180 -0.107 -0.033 -0.031 -0.013
C -2.072 7.865 0.248 0.031 0.049 -0.063
H 2.630 3.139 -0.179 0.020 -0.058 0.023
Al 0.915 1.400 -1.990 -0.121 0.213 0.171
H -3.261 8.276 -1.547 0.001 0.000 0.005
C 0.059 -1.636 3.001 0.174 -0.061 -0.096
H -1.833 -1.560 -2.555 -0.022 0.059 -0.008
C -1.052 -1.062 -1.959 0.047 0.005 0.011
H -0.146 5.988 -1.077 0.023 0.067 0.022
H -0.205 -2.178 3.916 -0.057 0.003 -0.024
H 1.191 -7.809 2.189 0.003 0.005 0.007
O -1.212 6.786 0.554 -0.050 0.029 -0.011
H 1.650 -5.581 1.374 0.000 -0.005 -0.007
H -0.903 0.413 -3.540 0.049 -0.004 0.007
O -0.070 4.053 -2.496 0.043 -0.026 -0.062
C -0.797 0.376 -2.447 0.038 -0.194 0.089
H -3.024 7.757 0.791 0.006 -0.014 0.003
H 2.698 1.045 -3.770 -0.049 0.034 0.003
H 0.487 0.089 4.262 0.042 -0.017 -0.036
C 0.604 -5.824 1.556 -0.005 -0.010 -0.024
C -1.117 5.895 -0.595 0.043 -0.097 0.123
C -2.233 6.318 -1.529 0.020 -0.037 -0.116
H -1.603 8.799 0.580 -0.019 0.010 -0.001
H -1.424 -5.648 3.956 -0.002 -0.008 0.009
H -1.026 -3.136 1.943 -0.133 0.025 0.049
C -2.311 7.820 -1.260 -0.007 -0.014 0.042
O 0.210 -5.233 2.793 0.099 0.051 0.113
H 0.664 0.410 2.535 -0.030 -0.025 -0.036
H 0.157 -7.809 0.753 -0.006 -0.002 0.004
H 0.066 -6.490 4.425 0.008 -0.002 -0.009
C 0.820 3.230 -2.898 -0.023 -0.091 0.004
C 2.436 -1.036 -3.273 -0.042 -0.023 -0.134
H 0.008 -5.394 0.744 -0.010 0.002 0.006
C 1.146 1.538 0.027 0.121 0.065 -0.085
H -0.154 -1.674 -2.103 -0.029 -0.018 -0.042
H 3.212 -1.298 -4.008 -0.036 -0.073 0.019
H -1.859 -1.586 2.031 0.046 0.000 0.008
H 2.229 -1.542 -1.171 -0.033 -0.005 -0.033
H 3.482 -2.464 -1.995 -0.001 0.062 0.050
C 1.754 2.893 0.428 -0.035 -0.038 0.068
H -1.198 4.866 -0.259 -0.024 0.001 0.030
H 0.165 1.424 0.510 0.011 -0.013 0.030
H -1.506 8.337 -1.788 0.010 -0.008 0.004
C -0.879 -2.054 1.871 -0.104 -0.029 -0.063
H -1.990 6.048 -2.554 0.027 -0.029 0.013
C 2.483 -2.037 -2.111 0.051 0.048 0.083
H 0.460 -1.032 0.487 -0.057 0.039 0.009
H -3.177 5.837 -1.254 0.006 -0.003 0.015
H -1.012 -8.258 3.179 0.011 -0.004 -0.006
C -1.457 -1.169 -0.475 -0.079 -0.030 0.042
H -1.778 -7.104 2.077 -0.002 0.005 0.000
C 0.076 -0.134 3.274 -0.028 0.139 -0.037
C -0.869 -7.320 2.642 0.008 0.008 0.005
O 1.624 3.449 -3.850 -0.034 0.109 -0.072
I 4.417 0.737 -1.839 0.192 0.057 0.099
H 1.782 0.729 0.420 -0.013 0.003 -0.037
```
Forces are in eV/Å.

Its multiplicity is 1. The calculated total energy is -45345.6521 eV. As for the frontier orbital gap: 3.223 eV. The calculation puts the HOMO energy at 0.4490 eV. The LUMO energy is 3.672 eV. Its charge is -2. The largest force on an atom comes out at 0.299 eV/A.

- Which formula does entry 3 have?
  C21H42AlIO4

- calculated total energy of number 1 (C46H41ClFeN4OP2S2)?
  -143534.8863 eV

- Which of these has the highest calculated total energy?
  C6H17NOSi

- Number 3 is which compound?
  C21H42AlIO4